1.
Formula: C36H84N11O12Pt
Source: the OMol25 dataset
Level of theory: ωB97M-V/def2-TZVPD

For the HOMO energy (alpha / beta), the calculation gives -4.99 / -7.73 eV. Its multiplicity is 4. For the LUMO energy (alpha / beta), the calculation gives 0.009 / -0.003 Ha. The total charge is 0. The total energy comes out at -82893.7524 eV. For the relative energy (zero: lowest compared OMol25 entry of this formula, charge and spin), the calculation gives 0.000 eV. Its largest force on an atom is 3.97 eV/Å. Its gap between HOMO and LUMO (alpha / beta) is 5.23 / 7.63 eV.

Structure (XYZ):
```
144
Properties=species:S:1:pos:R:3:mulliken_charge:R:1
Pt 2.458 14.146 6.597 1.31
C 4.860 11.243 6.445 -0.09
C 4.580 11.859 7.841 0.78
C 5.792 11.699 8.784 0.83
O 3.997 13.157 7.886 -0.31
H 5.329 10.259 6.444 -0.29
H 5.455 11.892 5.802 -0.53
H 3.894 11.069 5.971 0.12
H 3.784 11.213 8.213 -0.61
H 5.513 12.091 9.762 -0.80
H 6.603 12.337 8.433 -0.04
H 5.999 10.636 8.909 -0.04
C 2.239 15.617 9.560 0.62
O 2.136 15.340 8.357 -0.64
N 2.798 16.771 9.910 0.31
C 3.449 17.725 9.031 -1.06
C 2.715 17.248 11.326 -0.87
H 1.695 15.151 10.396 -0.26
H 4.406 18.064 9.428 0.32
H 2.880 18.650 9.128 0.44
H 3.508 17.355 8.007 0.20
H 3.698 17.488 11.733 0.31
H 2.049 18.059 11.621 0.33
H 2.488 16.389 11.957 0.13
C 4.001 14.664 13.877 0.62
O 3.526 15.595 14.555 -0.76
N 4.581 13.581 14.354 0.27
C 5.283 12.588 13.483 -0.76
C 4.724 13.472 15.819 -1.16
H 3.939 14.637 12.778 0.01
H 6.241 12.377 13.959 0.55
H 5.337 12.922 12.447 -0.11
H 4.710 11.666 13.587 0.20
H 5.682 13.931 16.061 0.40
H 4.035 14.040 16.444 0.32
H 4.805 12.419 16.090 0.36
C 6.637 7.224 6.960 -0.26
O 7.220 7.045 5.885 -0.63
N 5.341 7.568 7.181 0.34
C 4.747 7.676 8.509 -0.30
C 4.494 7.643 6.005 -1.08
H 7.189 7.136 7.909 0.46
H 5.552 7.996 9.172 -0.16
H 4.305 6.722 8.795 0.33
H 4.066 8.525 8.448 0.20
H 4.396 6.639 5.591 0.36
H 3.518 8.051 6.266 0.35
H 4.975 8.301 5.282 0.34
C 0.620 11.971 8.703 -0.14
O 1.017 12.837 7.933 -0.69
N -0.304 12.284 9.650 0.26
C -0.834 11.409 10.658 -1.08
C -0.742 13.706 9.893 -0.84
H 0.798 10.885 8.714 0.34
H -1.854 11.124 10.401 0.40
H -0.803 11.884 11.638 0.31
H -0.349 10.440 10.780 0.30
H -1.525 13.786 10.647 0.38
H 0.075 14.335 10.246 0.16
H -1.098 14.039 8.918 0.37
C 8.234 12.201 3.646 0.17
O 9.256 11.594 3.203 -0.64
N 8.262 13.257 4.546 0.22
C 7.141 14.003 5.002 0.17
C 9.492 13.728 5.084 -1.13
H 7.192 11.913 3.442 0.34
H 7.387 15.009 4.663 0.53
H 6.931 13.850 6.060 -0.09
H 6.186 13.644 4.616 -0.60
H 10.291 12.997 4.959 0.40
H 9.745 14.729 4.736 0.35
H 9.326 13.616 6.155 0.24
C 5.986 15.540 9.944 0.45
O 5.943 15.579 11.195 -0.79
N 6.721 16.335 9.213 0.39
C 6.363 16.486 7.759 -0.78
C 7.332 17.484 9.772 -1.27
H 5.448 14.820 9.308 0.06
H 7.368 16.584 7.349 0.45
H 5.781 17.311 7.347 0.27
H 5.950 15.591 7.292 -0.03
H 7.046 18.461 9.382 0.41
H 7.244 17.662 10.844 0.32
H 8.387 17.457 9.500 0.46
C 10.488 9.144 8.461 0.13
O 10.595 7.955 8.466 -0.57
N 9.858 9.869 7.543 0.19
C 9.790 11.321 7.748 -0.36
C 9.092 9.320 6.422 -0.68
H 10.688 9.718 9.379 0.28
H 10.360 11.862 6.993 0.17
H 10.290 11.648 8.660 0.29
H 8.757 11.661 7.686 -0.06
H 9.279 8.259 6.259 0.43
H 8.019 9.480 6.529 -0.15
H 9.425 9.885 5.551 0.38
C 9.319 13.468 13.177 0.20
O 8.984 12.321 13.561 -0.62
N 9.412 13.799 11.869 0.30
C 9.459 15.189 11.478 -1.21
C 9.109 12.981 10.690 -1.35
H 9.399 14.374 13.799 0.28
H 9.608 15.907 12.285 0.41
H 8.548 15.572 11.019 0.43
H 10.265 15.472 10.800 0.35
H 8.052 13.043 10.432 0.44
H 9.774 13.111 9.836 0.31
H 9.201 11.945 11.017 0.44
C 1.856 11.987 4.157 -0.14
O 2.047 12.461 5.239 -0.39
N 2.514 12.315 3.061 0.21
C 2.272 11.842 1.756 -0.85
C 3.637 13.213 3.161 -0.58
H 0.970 11.370 3.945 0.27
H 1.414 11.174 1.834 0.25
H 3.017 11.146 1.373 0.37
H 2.293 12.553 0.930 0.33
H 3.179 14.168 2.902 0.40
H 4.246 13.321 4.058 -0.33
H 4.440 12.919 2.485 0.38
C 2.148 12.481 11.820 -0.04
O 1.659 13.477 12.275 -0.81
N 2.077 11.253 12.386 0.91
C 1.413 10.990 13.680 -1.23
C 2.738 10.170 11.654 -1.26
H 2.581 12.393 10.812 0.54
H 0.544 11.628 13.839 0.33
H 2.107 11.047 14.518 0.30
H 0.976 9.993 13.721 0.44
H 2.112 9.580 10.985 0.19
H 3.500 10.582 10.992 0.16
H 3.079 9.496 12.440 0.62
C 6.315 9.109 12.041 0.46
O 5.637 9.408 12.997 -0.68
N 6.914 7.895 11.733 0.28
C 7.792 7.673 10.592 -0.78
C 6.683 6.742 12.618 -1.11
H 6.489 9.867 11.262 0.19
H 7.344 6.900 9.968 0.41
H 8.749 7.287 10.944 0.46
H 7.977 8.600 10.049 -0.07
H 5.930 6.963 13.376 0.30
H 6.271 5.954 11.988 0.35
H 7.594 6.534 13.179 0.32
```

2.
Formula: C40H43N5O2P2SV
Source: the OMol25 dataset
Level of theory: ωB97M-V/def2-TZVPD

For the HOMO energy (alpha / beta), the calculation gives -15.26 / -15.30 eV. Its multiplicity is 3. For the LUMO energy (alpha / beta), the calculation gives -0.300 / -0.275 Ha. The total charge is +3. The total energy comes out at -108803.2884 eV. For the relative energy (zero: lowest compared OMol25 entry of this formula, charge and spin), the calculation gives 0.000 eV. Its largest force on an atom is 1.23 eV/Å. Its gap between HOMO and LUMO (alpha / beta) is 7.10 / 7.82 eV.

Structure (XYZ):
```
94
Properties=species:S:1:pos:R:3:mulliken_charge:R:1
V 0.108 0.731 0.101 2.05
O 0.546 1.760 3.220 -0.50
C 1.188 0.999 2.563 -0.43
O 0.550 0.090 1.740 -0.06
C 2.675 0.919 2.524 0.46
C 3.336 1.123 3.731 -0.73
C 4.718 1.030 3.797 -0.68
C 5.449 0.747 2.652 -0.82
C 4.799 0.574 1.440 -0.21
C 3.410 0.661 1.359 -0.13
P 2.648 0.492 -0.279 2.08
C 3.287 -1.115 -0.845 0.16
C 3.940 -1.311 -2.059 -0.63
C 4.421 -2.572 -2.394 -0.73
C 4.260 -3.639 -1.521 -0.76
C 3.618 -3.447 -0.302 -0.72
C 3.133 -2.193 0.036 -0.23
C 3.305 1.783 -1.355 0.82
C 4.051 2.848 -0.859 -0.67
C 4.447 3.873 -1.710 -0.81
C 4.106 3.841 -3.053 -0.77
C 3.356 2.783 -3.554 -1.13
C 2.948 1.766 -2.707 -0.49
H 2.755 1.346 4.616 0.57
H 5.222 1.177 4.742 0.45
H 6.527 0.670 2.700 0.49
H 5.381 0.373 0.547 0.55
H 4.115 -0.484 -2.733 0.52
H 4.948 -2.711 -3.328 0.49
H 4.663 -4.610 -1.775 0.47
H 3.535 -4.264 0.404 0.55
H 2.676 -2.037 1.010 0.39
H 4.325 2.888 0.186 0.43
H 5.034 4.693 -1.318 0.48
H 4.433 4.633 -3.713 0.47
H 3.110 2.745 -4.608 0.51
H 2.389 0.930 -3.119 0.51
N -0.375 0.991 -2.075 -0.80
N -0.376 2.317 -2.532 -0.41
C -0.036 3.332 -1.712 0.97
N 0.024 4.543 -2.240 -0.42
S 0.259 3.125 -0.051 -0.63
H 0.324 0.457 -2.588 0.36
H -1.289 0.568 -2.235 0.47
H -0.514 2.475 -3.520 0.24
H -0.169 4.735 -3.212 0.21
H 0.250 5.327 -1.648 0.27
C -6.098 1.616 -1.727 -0.65
C -4.828 2.025 -2.104 -0.68
C -3.722 1.607 -1.375 -0.15
C -3.874 0.769 -0.274 0.53
C -5.161 0.392 0.120 -0.72
C -6.263 0.807 -0.608 -0.84
P -2.453 0.326 0.756 1.74
C -2.616 -1.462 1.102 0.19
C -1.831 -2.042 2.107 -0.36
C -1.967 -3.387 2.420 -0.86
C -2.896 -4.173 1.748 -0.87
C -3.671 -3.609 0.742 -0.72
C -3.527 -2.265 0.413 -1.09
C -2.756 1.178 2.318 1.06
C -2.536 2.555 2.329 -0.56
C -2.785 3.288 3.476 -0.77
C -3.250 2.650 4.619 -0.69
C -3.478 1.282 4.608 -0.72
C -3.236 0.542 3.459 -0.60
H -6.962 1.945 -2.286 0.44
H -4.704 2.688 -2.950 0.47
H -2.748 2.007 -1.631 0.14
H -5.304 -0.210 1.009 0.54
H -7.256 0.516 -0.293 0.45
H -1.140 -1.430 2.672 0.60
H -1.380 -3.811 3.225 0.51
H -3.041 -5.206 2.036 0.46
H -4.442 -4.197 0.255 0.56
H -4.175 -1.832 -0.339 0.50
H -2.177 3.062 1.441 0.36
H -2.616 4.356 3.481 0.47
H -3.439 3.221 5.517 0.44
H -3.852 0.787 5.494 0.46
H -3.436 -0.521 3.465 0.39
N -1.180 -5.228 -2.046 -0.17
C -0.405 -4.208 -1.246 -0.71
C -0.693 -2.790 -1.734 -1.02
N -0.002 -1.799 -0.910 0.03
H -0.975 -6.179 -1.728 0.39
H -0.958 -5.185 -3.044 0.36
H -2.189 -5.084 -1.943 0.33
H 0.651 -4.461 -1.338 0.35
H -0.721 -4.330 -0.211 0.25
H -1.766 -2.597 -1.685 0.46
H -0.377 -2.678 -2.775 0.72
H 1.005 -1.954 -0.949 -0.19
H -0.278 -1.942 0.063 -0.03
```

3.
Formula: C5H6S
Source: the OMol25 dataset
Level of theory: ωB97M-V/def2-TZVPD

The SMILES is CCC#CC=S. For the HOMO energy, the calculation gives -8.82 eV. Its multiplicity is 1. For the LUMO energy, the calculation gives -0.030 Ha. The total charge is 0. The total energy comes out at -16114.8727 eV. For the relative energy (zero: lowest compared OMol25 entry of this formula, charge and spin), the calculation gives 1.666 eV. Its largest force on an atom is 2.21 eV/Å. Its gap between HOMO and LUMO is 8.00 eV.

Structure (XYZ):
```
12
Properties=species:S:1:pos:R:3:nbo_charge:R:1
C -0.203 -1.210 1.603 -0.59
C 0.464 0.064 1.173 -0.48
C 0.258 0.430 -0.241 0.09
C 0.020 0.828 -1.353 -0.10
C -0.296 1.257 -2.703 -0.32
S -0.468 0.103 -3.866 0.07
H -0.030 -1.332 2.664 0.21
H 0.228 -2.115 1.084 0.21
H -1.312 -1.182 1.381 0.21
H 1.507 -0.052 1.429 0.24
H 0.116 0.907 1.825 0.23
H -0.284 2.301 -2.997 0.22
```

4.
Formula: C11H18ClGdIN2O2P
Source: the OMol25 dataset
Level of theory: ωB97M-V/def2-TZVPD

For the HOMO energy (alpha / beta), the calculation gives -15.33 / -15.33 eV. Its multiplicity is 8. For the LUMO energy (alpha / beta), the calculation gives -0.293 / -0.351 Ha. The total charge is +2. The total energy comes out at -69506.7315 eV. For the relative energy (zero: lowest compared OMol25 entry of this formula, charge and spin), the calculation gives 0.000 eV. Its largest force on an atom is 6.05 eV/Å. Its gap between HOMO and LUMO (alpha / beta) is 7.36 / 5.77 eV.

Structure (XYZ):
```
37
Properties=species:S:1:pos:R:3:mulliken_charge:R:1
C -0.011 -4.575 -3.792 -0.76
I 0.542 -2.836 -2.557 0.07
H -1.091 -4.694 -3.744 0.29
H 0.488 -5.464 -3.402 0.30
H 0.310 -4.388 -4.817 0.29
Gd -0.443 0.059 -0.489 0.80
P -0.277 1.917 -2.634 0.60
C 1.303 2.186 -3.488 -1.05
C -1.466 1.198 -3.817 -1.08
H -1.906 3.366 -1.582 0.35
H -1.082 4.096 -3.034 0.41
H -0.232 4.002 -1.426 0.35
C -0.951 3.523 -2.110 -1.07
H -2.426 1.015 -3.306 0.38
H -1.564 1.946 -4.612 0.41
H 1.044 2.852 -4.318 0.40
H 1.681 1.202 -3.813 0.36
H -1.067 0.241 -4.190 0.37
H 1.998 2.638 -2.762 0.37
C 1.988 0.145 -0.900 0.20
O 3.119 -0.031 -1.008 -0.08
Cl -2.896 0.800 -0.336 -0.40
N 0.688 -0.218 6.668 -0.30
C 0.124 -1.152 5.800 0.32
O -0.362 -2.206 6.223 -0.57
C 0.139 -0.827 4.345 0.98
C 0.701 0.333 3.799 -0.68
C 0.627 0.568 2.440 -0.35
N 0.045 -0.371 1.646 -0.18
C -0.544 -1.495 2.131 -0.02
C -0.481 -1.744 3.477 -0.72
H 0.649 -0.468 7.635 0.25
H 1.088 0.648 6.416 0.14
H 1.203 1.090 4.411 0.28
H 1.040 1.472 1.945 0.43
H -1.036 -2.155 1.374 0.42
H -0.943 -2.674 3.826 0.46
```

Copy entry 3 word for word.
Formula: C5H6S
Source: the OMol25 dataset
Level of theory: ωB97M-V/def2-TZVPD

The SMILES is CCC#CC=S. For the HOMO energy, the calculation gives -8.82 eV. Its multiplicity is 1. For the LUMO energy, the calculation gives -0.030 Ha. The total charge is 0. The total energy comes out at -16114.8727 eV. For the relative energy (zero: lowest compared OMol25 entry of this formula, charge and spin), the calculation gives 1.666 eV. Its largest force on an atom is 2.21 eV/Å. Its gap between HOMO and LUMO is 8.00 eV.

Structure (XYZ):
```
12
Properties=species:S:1:pos:R:3:nbo_charge:R:1
C -0.203 -1.210 1.603 -0.59
C 0.464 0.064 1.173 -0.48
C 0.258 0.430 -0.241 0.09
C 0.020 0.828 -1.353 -0.10
C -0.296 1.257 -2.703 -0.32
S -0.468 0.103 -3.866 0.07
H -0.030 -1.332 2.664 0.21
H 0.228 -2.115 1.084 0.21
H -1.312 -1.182 1.381 0.21
H 1.507 -0.052 1.429 0.24
H 0.116 0.907 1.825 0.23
H -0.284 2.301 -2.997 0.22
```